Below is a molecular structure, C34H31BrCl3FN3OOsSi in a non-equilibrium geometry, with properties calculated with ωB97M-V/def2-TZVPD.

```
! RIJCOSX wB97M-V def2-TZVPD def2/J DEFGRID3
* xyz 1 5
Os 4.244 -4.718 17.323
Br 7.337 -10.712 14.198
C 6.306 -9.181 14.644
C 4.897 -9.114 14.322
C 4.167 -7.994 14.633
C 4.719 -6.969 15.367
O 3.906 -5.993 15.745
C 6.143 -6.962 15.543
C 6.817 -5.905 16.226
N 6.317 -4.993 16.980
C 7.183 -3.963 17.368
C 8.498 -4.154 17.620
C 9.351 -3.069 17.983
C 8.771 -1.863 18.115
C 7.436 -1.641 17.907
C 6.822 -0.349 17.961
C 5.463 -0.249 17.702
C 4.717 -1.400 17.401
N 5.251 -2.643 17.371
C 6.579 -2.709 17.569
C 6.915 -8.115 15.226
H 4.365 -9.901 13.803
H 3.143 -8.014 14.434
H 7.905 -6.022 16.076
H 8.817 -5.144 17.459
H 10.385 -3.224 18.372
H 9.418 -1.031 18.274
H 7.421 0.484 18.165
H 4.900 0.654 17.945
H 3.651 -1.349 17.178
H 8.036 -8.155 15.545
C 1.300 -7.958 17.444
C 0.766 -6.515 17.171
C -0.716 -6.587 16.681
C 0.730 -5.657 18.364
C -0.099 -5.953 19.477
C -0.140 -5.123 20.559
C 0.715 -3.955 20.595
C 1.522 -3.559 19.498
C 2.272 -2.266 19.586
C 1.416 -1.025 19.223
C 2.858 -1.953 20.993
C 1.492 -4.388 18.369
N 2.365 -4.058 17.274
C 1.786 -3.542 16.088
C 0.382 -3.236 15.941
C -0.173 -2.760 14.745
C 0.685 -2.542 13.670
C 2.035 -2.785 13.798
C 2.576 -3.272 14.987
F 3.903 -3.488 15.007
H 1.262 -8.562 16.524
H 0.852 -8.506 18.319
H 2.362 -7.915 17.679
H 1.332 -6.043 16.361
H -1.322 -7.250 17.297
H -0.713 -7.113 15.724
H -1.276 -5.591 16.679
H -0.655 -6.873 19.459
H -0.617 -5.530 21.446
H 0.785 -3.524 21.627
H 3.066 -2.400 18.930
H 0.600 -1.001 19.949
H 1.007 -1.145 18.208
H 1.931 -0.047 19.359
H 2.125 -1.474 21.601
H 3.711 -1.259 20.902
H 3.267 -2.816 21.542
H -0.193 -3.326 16.856
H -1.225 -2.562 14.663
H 0.350 -2.152 12.746
H 2.697 -2.566 12.904
Cl 3.412 -6.398 20.996
Si 4.698 -5.805 19.543
Cl 6.368 -4.939 20.364
Cl 5.329 -7.610 18.823
*
```

The orbital gap (alpha / beta) is 0.2368 / 0.2181 hartree. As for the energy relative to the best compared isomer or geometry (same formula, charge and spin): 1.252 eV.



Below is 2 unconnected molecules or ions with the total composition C34H31NOP in a non-equilibrium geometry, with properties calculated with ωB97M-V/def2-TZVPD.

```
! RIJCOSX wB97M-V def2-TZVPD def2/J DEFGRID3
* xyz 1 1
C 1.093 -4.664 2.728
C 0.634 -4.403 1.434
C 0.356 -3.091 1.034
C 0.516 -2.029 1.940
P 0.138 -0.327 1.433
C -1.058 0.367 2.614
C -1.719 1.565 2.287
C -2.674 2.108 3.147
C -2.971 1.477 4.358
C -2.323 0.287 4.691
C -1.385 -0.273 3.822
C 1.703 0.557 1.719
C 1.698 1.911 2.090
C 2.897 2.626 2.143
C 4.109 1.992 1.849
C 4.122 0.634 1.514
C 2.926 -0.086 1.455
C -0.277 -0.174 -0.275
C -1.564 -0.546 -0.776
O -1.786 -0.776 -2.001
C -2.759 -0.728 0.145
C -2.856 -1.838 0.985
C -3.959 -1.994 1.829
C -5.016 -1.082 1.767
C -4.962 -0.014 0.862
C -3.850 0.142 0.034
C 1.030 -2.294 3.224
C 1.299 -3.606 3.620
H 1.295 -5.690 3.039
H 0.486 -5.217 0.724
H 0.010 -2.886 0.019
H -1.506 2.061 1.338
H -3.191 3.026 2.864
H -3.711 1.907 5.035
H -2.551 -0.220 5.630
H -0.922 -1.222 4.082
H 0.756 2.401 2.337
H 2.882 3.683 2.410
H 5.042 2.555 1.879
H 5.063 0.129 1.294
H 2.939 -1.149 1.206
H 0.559 0.131 -0.892
H -2.049 -2.573 0.983
H -3.983 -2.828 2.535
H -5.881 -1.205 2.421
H -5.784 0.703 0.805
H -3.804 0.959 -0.690
H 1.209 -1.472 3.922
H 1.669 -3.799 4.628
C 1.410 -1.065 -4.540
N 1.120 0.294 -4.059
C 1.521 1.374 -4.855
C 2.345 1.160 -5.984
C 2.622 2.212 -6.861
C 2.094 3.488 -6.623
C 1.304 3.710 -5.489
C 1.030 2.669 -4.597
C 0.469 0.393 -2.878
H 1.262 -1.136 -5.622
H 2.445 -1.353 -4.320
H 0.730 -1.755 -4.038
H 2.753 0.168 -6.184
H 3.252 2.027 -7.732
H 2.297 4.302 -7.320
H 0.888 4.697 -5.291
H 0.405 2.849 -3.724
H 0.317 1.395 -2.470
H -0.155 -0.465 -2.656
*
```

The orbital gap is 0.2400 hartree.



Below is a molecular structure, C34H32AsN8RbS5 in a non-equilibrium geometry, with properties calculated with ωB97M-V/def2-TZVPD.

```
! RIJCOSX wB97M-V def2-TZVPD def2/J DEFGRID3
* xyz -2 1
Rb 2.056 0.069 -0.327
S 1.729 3.083 1.912
C 0.676 4.283 1.269
C 1.074 5.626 1.302
C 0.285 6.617 0.766
C -0.946 6.299 0.212
C -1.360 4.976 0.191
C -0.572 3.960 0.700
As -1.019 2.057 0.539
C -2.981 2.285 0.472
C -3.682 2.791 -0.616
C -5.052 2.977 -0.562
C -5.757 2.642 0.582
C -5.079 2.112 1.668
C -3.706 1.943 1.610
C -0.749 1.890 -1.383
C -1.550 1.027 -2.129
C -1.284 0.787 -3.465
C -0.201 1.397 -4.076
C 0.597 2.266 -3.352
C 0.315 2.519 -2.019
H 2.032 5.862 1.743
H 0.628 7.646 0.777
H -1.575 7.072 -0.209
H -2.327 4.744 -0.240
H -3.149 3.036 -1.527
H -5.578 3.389 -1.415
H -6.829 2.789 0.627
H -5.627 1.835 2.560
H -3.164 1.530 2.457
H -2.403 0.545 -1.657
H -1.915 0.114 -4.032
H 0.031 1.191 -5.111
H 1.447 2.738 -3.824
H 0.942 3.208 -1.459
N 0.301 0.867 3.435
C 1.044 -0.244 3.477
N 1.903 -0.619 2.598
C 2.487 -1.811 2.904
C 2.070 -2.386 4.062
S 0.857 -1.406 4.824
C 3.441 -2.456 2.005
C 4.643 -2.967 2.382
S 5.403 -3.789 1.051
C 3.948 -3.403 0.067
N 3.078 -2.693 0.712
N 3.788 -3.907 -1.146
H 0.716 1.657 2.871
H -0.103 1.148 4.315
H 2.374 -3.313 4.504
H 5.131 -2.894 3.334
H 4.597 -4.303 -1.611
H 3.180 -3.352 -1.822
S 2.463 -2.072 -3.102
C 3.879 -1.087 -3.228
S 3.742 0.601 -3.135
C 5.140 -1.672 -3.456
C 6.305 -0.914 -3.563
N 7.309 -0.348 -3.663
C 5.367 -3.036 -3.535
N 5.619 -4.169 -3.552
C -0.525 -3.451 1.285
C -1.733 -4.376 0.995
N -2.685 -3.702 0.115
C -2.005 -3.341 -1.128
C -0.813 -2.403 -0.824
N -0.719 -2.173 0.614
C -1.952 -1.565 1.094
C -3.153 -2.483 0.769
H 0.405 -3.892 0.925
H -0.423 -3.259 2.356
H -2.270 -4.638 1.912
H -1.425 -5.300 0.498
H -2.741 -2.858 -1.779
H -1.675 -4.265 -1.612
H -0.945 -1.437 -1.315
H 0.129 -2.837 -1.165
H -2.056 -0.589 0.608
H -1.853 -1.402 2.170
H -3.859 -1.991 0.095
H -3.695 -2.776 1.673
*
```

The orbital gap is 0.1934 hartree.



Number 3 is which compound?
C34H32AsN8RbS5